7 unconnected molecules or ions with the total composition C4H19O9 at a distorted geometry. Source: the Open Molecules 2025 dataset; level of theory: the ωB97M-V functional and the def2-TZVPD basis.

The geometry in XYZ format:
```
32
Properties=species:S:1:pos:R:3
H -2.278 -0.978 -1.453
H 1.310 0.784 0.421
H -1.572 -2.432 -0.028
O -1.403 1.243 -2.934
H -0.294 2.845 -1.242
O -1.683 -0.744 0.192
C -0.607 1.171 1.351
O -1.234 -3.336 0.318
O 2.923 -0.330 2.070
H 2.273 2.668 -0.368
H 0.479 -2.363 1.081
H -0.104 1.111 2.329
C 0.361 2.639 -0.414
O 1.588 3.195 -0.810
H -1.434 1.858 1.429
C 0.297 1.192 0.080
H 2.073 -0.779 2.471
H 2.284 -1.017 -1.925
H -1.557 -3.286 1.247
O 0.819 -2.436 1.991
H 3.032 -0.773 1.247
O -1.918 -1.181 -2.329
C -1.230 -0.292 1.238
H 1.697 0.294 -1.999
H -1.799 1.776 -2.253
O -1.324 -0.871 2.387
H -1.587 0.328 -2.675
H 0.201 -1.940 2.570
H -1.520 -2.028 -2.234
O 2.288 -0.200 -1.389
H -0.038 0.528 -0.723
H -0.041 3.354 0.354
```

Computed properties:
Energy above the lowest of the compared OMol25 structures with the same formula, charge and spin ... 216.2 kJ/mol
Largest force on an atom ... 5.12 eV Å⁻¹
Frontier orbital gap ... 8.6 eV
Total charge ... -1
HOMO level ... -5.6 eV

natural (NBO) population analysis, charges in e, atoms 1 to 4: 0.518 0.244 0.492 -0.982